{"formula": "C2H6ClMnO2", "method": "ωB97M-V/def2-TZVPD", "total_charge": 1, "e_homo_ev": [-12.60, -12.60], "e_above_lowest_ev": 0.000, "multiplicity": 6, "fmax_ev_per_a": 2.51, "symbols": ["Mn", "Cl", "C", "C", "O", "O", "H", "H", "H", "H", "H", "H"], "xyz": [[0.67, -1.60, -4.05], [-0.33, -2.23, -2.05], [-0.22, 1.09, 0.22], [0.73, 0.13, 0.88], [0.13, -1.16, 1.10], [-1.26, 1.42, 1.11], [-0.59, 0.74, -0.76], [0.27, 2.01, -0.08], [1.12, 0.44, 1.85], [1.60, -0.05, 0.23], [-0.33, -1.43, 0.30], [-1.80, 0.64, 1.25]]}